(1)
{
  "formula": "C17H22ClN3O2S",
  "method": "ωB97M-V/def2-TZVPD",
  "elements": ["O", "Cl", "N", "N", "O", "C", "C", "C", "C", "C", "C", "C", "C", "N", "S", "C", "C", "C", "C", "C", "C", "C", "C", "C", "H", "H", "H", "H", "H", "H", "H", "H", "H", "H", "H", "H", "H", "H", "H", "H", "H", "H", "H", "H", "H", "H"],
  "xyz": [[-3.255804, 0.871728, 0.193687], [5.229298, -2.554229, 1.336742], [-1.319383, -4.264508, 1.048622], [-0.801920, -2.438776, 2.263841], [-2.500564, -3.419374, 1.088407], [-0.445418, -3.654666, 1.842419], [-2.038899, -2.321734, 1.778711], [4.477069, 0.031747, 1.705021], [3.070278, -1.406213, 0.473356], [3.617384, 1.098465, 1.489083], [2.139777, -0.377334, 0.276773], [4.209612, -1.213826, 1.243623], [2.451190, 0.914149, 0.824658], [-0.269220, 3.625583, -1.387583], [-2.214073, -0.107392, 0.386081], [0.840776, -4.376869, 2.197680], [-1.095582, 4.665198, -2.143072], [-2.719571, -1.009602, 1.807578], [1.142025, 3.974849, -1.296574], [-0.767885, 3.016770, -0.159733], [-0.880078, 0.970354, 1.172183], [2.088960, 2.865910, -0.659163], [1.404402, 2.042531, 0.566712], [-0.028943, 1.703418, 0.139771], [5.350742, 0.254043, 2.308237], [2.928154, -2.418004, 0.137220], [3.849834, 2.131618, 1.675837], [1.120332, -0.625243, -0.056824], [1.661822, -3.652605, 2.265454], [1.122405, -5.065516, 1.307272], [0.726561, -5.050106, 3.051738], [-1.060312, 4.590262, -3.156611], [-2.153555, 4.466939, -1.943899], [-0.799711, 5.692181, -1.857647], [-3.801761, -1.340521, 1.663897], [-2.485046, -0.496798, 2.861919], [1.426468, 4.284737, -2.300822], [1.274450, 4.847521, -0.733757], [-0.609566, 3.592102, 0.709361], [-1.876094, 2.975290, -0.223395], [-0.153471, 0.304401, 1.709594], [-1.320757, 1.683850, 1.847493], [2.898569, 3.558309, -0.327782], [2.555372, 2.182499, -1.434882], [1.284990, 2.628862, 1.480792], [0.069284, 1.162144, -0.829874]],
  "atomic_forces_ev_per_a": [[-2.2, 1.4, -1.0], [1.2, -0.8, 0.6], [-0.4, 0.2, 1.2], [-2.3, 0.7, -0.3], [2.9, 1.9, 1.0], [0.0, -2.5, -1.4], [2.0, -0.8, 0.3], [1.2, 1.3, 1.3], [-1.1, 0.5, 0.1], [0.0, 0.3, -0.5], [0.7, 0.0, 1.6], [-1.2, 0.4, -1.4], [-3.6, -1.5, -1.7], [-0.3, 0.3, -1.1], [2.4, 1.2, 0.2], [0.3, -0.6, -2.4], [0.3, -0.8, 4.3], [-1.5, -1.6, 3.1], [-0.5, -1.9, -0.8], [-0.7, 0.2, -1.9], [2.0, -2.4, -0.1], [-0.6, 1.3, -0.2], [1.8, 0.4, -1.2], [-0.7, -0.3, -1.5], [0.2, -0.3, -0.2], [-0.4, -0.1, -0.3], [0.5, 0.1, 0.8], [0.8, 0.3, -0.3], [-0.2, -0.3, 0.5], [-0.6, 1.1, 1.4], [0.1, 0.5, 0.1], [0.9, -0.6, -3.0], [0.1, 0.3, 0.5], [-0.3, -0.3, 0.1], [1.0, 1.4, 0.2], [-0.8, -1.0, -2.5], [0.5, -0.4, -0.2], [0.1, 1.6, 1.4], [0.4, 1.4, 1.4], [0.7, -0.7, -0.1], [-1.0, 0.3, 0.0], [-0.6, 0.0, 0.4], [-0.1, -1.1, 0.3], [-0.9, 0.5, 1.0], [0.5, 0.4, -0.1], [-0.4, 0.0, 0.6]],
  "nbo_charge": [-0.990, 0.032, -0.152, -0.512, -0.300, 0.320, 0.532, -0.209, -0.198, -0.215, -0.225, -0.091, 0.013, -0.450, 1.329, -0.659, -0.398, -0.734, -0.213, -0.220, -0.591, -0.404, -0.228, -0.247, 0.225, 0.219, 0.219, 0.220, 0.239, 0.240, 0.244, 0.195, 0.205, 0.171, 0.280, 0.281, 0.200, 0.150, 0.149, 0.233, 0.239, 0.231, 0.214, 0.221, 0.210, 0.224],
  "molar_mass_g_mol": 367.90,
  "de_lowest_kcal_mol": 111.7,
  "homo_energy_ev": -8.22,
  "max_force_ev_per_a": 4.415,
  "gap_ev": 8.74
}

(2)
{
  "formula": "C17H22ClN3O4",
  "method": "ωB97M-V/def2-TZVPD",
  "elements": ["O", "C", "O", "C", "N", "C", "C", "O", "C", "C", "C", "C", "Cl", "C", "C", "C", "C", "C", "C", "C", "C", "N", "C", "O", "N", "H", "H", "H", "H", "H", "H", "H", "H", "H", "H", "H", "H", "H", "H", "H", "H", "H", "H", "H", "H", "H", "H"],
  "xyz": [[2.515281, -6.397339, 0.278442], [3.378873, -5.897257, -0.400320], [4.634567, -6.412206, -0.596405], [3.022969, -4.502078, -1.090793], [1.993223, -3.743672, -0.334894], [1.483395, -2.586598, -1.104077], [0.427691, -1.723287, -0.324327], [0.614327, -0.329330, -0.496460], [-0.467220, 0.288275, -1.201660], [-0.551464, -0.035615, -2.584290], [-1.700499, 0.324584, -3.319242], [-2.617863, 1.253316, -2.723904], [-4.019398, 1.873642, -3.663083], [-2.480906, 1.612386, -1.404762], [-1.378400, 1.221972, -0.650218], [-1.105954, 1.923903, 0.682669], [-0.854472, 1.088877, 1.888179], [-0.490057, 1.855354, 3.138822], [0.889547, 2.512557, 2.853722], [0.765403, 3.568321, 1.759672], [0.079851, 2.935384, 0.547845], [-2.267549, 2.760938, 1.095517], [-3.459477, 2.860481, 0.443862], [-4.435848, 3.466590, 0.810338], [-3.398959, 2.503096, -0.880945], [4.619174, -7.208646, -0.062764], [3.944914, -3.844576, -1.352475], [2.605507, -4.821435, -2.055952], [1.271917, -4.413941, -0.104886], [2.277193, -1.930545, -1.358332], [1.074823, -2.866986, -1.998426], [-0.567526, -1.970931, -0.368483], [0.651713, -1.920606, 0.711965], [0.166795, -0.689145, -2.981029], [-1.815665, 0.040186, -4.381585], [-0.143122, 0.364908, 1.658863], [-1.799361, 0.527548, 1.927145], [-1.298892, 2.518151, 3.570338], [-0.275904, 1.187490, 3.964814], [1.300884, 3.054516, 3.738784], [1.529751, 1.750933, 2.498107], [1.816359, 3.738070, 1.487889], [0.138802, 4.451951, 2.054959], [-0.260136, 3.710758, -0.188371], [0.771232, 2.327632, -0.100647], [-2.427108, 2.854159, 2.078077], [-4.158411, 2.718212, -1.461679]],
  "atomic_forces_ev_per_a": [[0.9, -0.5, -0.3], [-0.7, 2.2, 0.1], [-1.6, 1.0, -0.1], [1.3, 0.1, -0.4], [1.0, 0.0, -0.2], [-0.6, 0.2, 2.4], [3.3, -0.4, 1.1], [-1.5, 1.7, -0.8], [0.5, -0.1, -1.1], [-2.5, 0.5, 1.3], [0.1, 1.6, 0.4], [0.4, -2.0, -1.9], [1.1, -0.6, 0.5], [-0.1, 1.2, 0.0], [1.6, -0.9, 1.0], [0.0, 2.6, 0.8], [-2.2, -1.1, 0.2], [0.7, 0.4, 0.8], [-2.0, 2.3, 1.2], [-0.7, -1.0, -0.4], [0.3, -0.6, -3.4], [-1.1, -0.6, -0.4], [0.8, 1.5, -1.5], [-0.7, 0.0, 1.3], [1.4, -1.2, 0.2], [0.2, -0.6, 0.2], [-1.5, -1.2, 0.8], [0.2, 0.0, -0.2], [-0.2, 0.1, 0.1], [1.0, 0.6, 0.1], [-1.2, -1.0, -2.7], [-2.4, -0.8, -1.0], [0.4, 0.0, 0.7], [0.8, -0.7, -0.6], [0.0, 0.2, 0.8], [1.6, -1.2, -0.2], [0.1, -0.2, 0.8], [1.0, -0.3, -0.8], [-0.3, -0.6, 0.1], [-0.1, -0.9, -0.4], [1.0, -0.9, -0.1], [-0.5, 1.0, -0.2], [1.1, -0.6, 0.0], [0.2, -0.4, 0.7], [0.2, 0.6, 0.9], [0.2, 0.1, 0.4], [-1.2, 0.4, -0.4]],
  "nbo_charge": [-0.596, 0.794, -0.670, -0.321, -0.620, -0.241, -0.069, -0.531, 0.321, -0.278, -0.191, -0.042, -0.026, 0.130, -0.058, 0.129, -0.423, -0.414, -0.391, -0.412, -0.409, -0.643, 0.786, -0.630, -0.617, 0.495, 0.218, 0.190, 0.376, 0.204, 0.163, 0.185, 0.189, 0.219, 0.236, 0.227, 0.209, 0.198, 0.222, 0.211, 0.201, 0.222, 0.212, 0.217, 0.206, 0.403, 0.423],
  "molar_mass_g_mol": 367.83,
  "de_lowest_kcal_mol": 31.0,
  "homo_energy_ev": -8.60,
  "max_force_ev_per_a": 3.543,
  "gap_ev": 9.12
}